Molecular formula: C31H30ClN4O5RhS2
Method: DFT, ωB97M-V/def2-TZVPD

Geometry as ORCA input:
```
! RIJCOSX wB97M-V def2-TZVPD def2/J DEFGRID3
* xyz 0 1
Rh -0.88857 -1.96804 -1.06523
C 4.58579 -0.00062 3.37735
C 3.15830 -0.36728 3.07520
C 2.18896 0.60962 2.89211
C 0.87004 0.26596 2.61494
C 0.52906 -1.07010 2.52096
C 1.48252 -2.06693 2.69173
C 2.78702 -1.71072 2.97128
S -1.15391 -1.51621 2.21541
O -1.84219 -0.30514 1.86380
O -1.64457 -2.29669 3.32007
N -1.00329 -2.45912 0.90975
C -1.70659 -3.61853 0.61456
C -2.52144 -4.43869 1.39234
C -3.17756 -5.46958 0.74584
C -3.04297 -5.65972 -0.63344
C -2.21532 -4.81060 -1.33670
N -1.52913 -3.85584 -0.71925
H 4.71942 1.07972 3.40620
H 5.26113 -0.40861 2.62288
H 4.89511 -0.40806 4.34122
H 2.46164 1.65557 2.96670
H 0.11030 1.02249 2.46357
H 1.19660 -3.10713 2.60367
H 3.53527 -2.48287 3.11051
H -2.64936 -4.22857 2.44213
H -3.82503 -6.12429 1.31507
H -3.57308 -6.44674 -1.14823
H -2.06392 -4.89115 -2.40555
Cl -0.66382 -1.97870 -3.38948
O 1.12492 -2.15304 -0.86434
S 1.93340 -1.26412 -1.84399
C 3.24931 -0.65652 -0.77412
C 4.18352 -1.83922 -0.57157
C 4.40020 -2.41378 -1.97046
C 3.02582 -2.48128 -2.64551
H 2.76411 -0.26959 0.12034
H 3.72633 0.16849 -1.30825
H 3.70247 -2.56988 0.07995
H 5.12194 -1.53577 -0.10624
H 4.87126 -3.39615 -1.94833
H 5.05462 -1.74865 -2.53806
H 2.50921 -3.42411 -2.47071
H 3.04693 -2.28273 -3.71523
O -2.87347 -1.13313 -0.93717
C -2.33732 0.01310 -0.96053
N -2.83512 1.23785 -0.77950
C -1.74805 2.23116 -0.85532
C -0.50304 1.28040 -1.02999
O 0.65533 1.63017 -1.04692
N -1.00150 0.03749 -1.16896
C -1.56514 3.01672 0.43120
C -2.26174 2.71678 1.59279
C -2.02153 3.43497 2.75833
C -1.07826 4.44901 2.77390
C -0.36870 4.74356 1.61552
C -0.61085 4.03328 0.45230
C -1.93716 3.10842 -2.08632
C -2.63934 4.30589 -1.99625
C -2.89029 5.06070 -3.13250
C -2.44035 4.62628 -4.37058
C -1.74294 3.43092 -4.46728
C -1.49370 2.67429 -3.33222
H -3.80193 1.45813 -0.61919
H -2.96826 1.89968 1.61126
H -2.56951 3.18640 3.65804
H -0.89257 5.00632 3.68314
H 0.37582 5.52936 1.61838
H -0.05082 4.25729 -0.44617
H -2.98314 4.65549 -1.03056
H -3.43637 5.99154 -3.04863
H -2.63219 5.21747 -5.25663
H -1.38997 3.08373 -5.42959
H -0.95232 1.73966 -3.42345
*
```

---

Molecular formula: C31H30MnN10
Method: DFT, ωB97M-V/def2-TZVPD

Geometry as ORCA input:
```
! RIJCOSX wB97M-V def2-TZVPD def2/J DEFGRID3
* xyz 0 6
Mn 0.45876 -0.21050 -0.97756
C -0.59977 -4.41923 -0.60463
C -0.37675 -3.16475 -1.14010
N 0.17445 -2.20058 -0.39331
C 0.51646 -2.48568 0.88772
C 0.27340 -3.77053 1.38602
N -0.27579 -4.72047 0.65884
C 1.10675 -1.37875 1.63940
C 1.50910 -1.40316 2.95734
C 2.07306 -0.25509 3.55602
C 2.21513 0.88490 2.72830
C 1.79550 0.85405 1.41761
N 1.23226 -0.25889 0.87157
C 1.91597 1.93812 0.44085
C 2.42766 3.21467 0.69604
N 2.50648 4.14426 -0.23422
C 2.07598 3.82773 -1.46098
C 1.55524 2.58068 -1.75336
N 1.47377 1.64531 -0.80340
C 2.49809 -0.24710 4.95215
C 2.35380 -1.36227 5.78967
C 2.76831 -1.29768 7.10638
N 3.31453 -0.22551 7.67070
C 3.45735 0.83482 6.88231
C 3.07738 0.87843 5.55423
H -1.04952 -5.19949 -1.20312
H -0.62161 -2.90789 -2.16129
H 0.53531 -4.02184 2.40520
H 1.39850 -2.31318 3.52487
H 2.66657 1.78361 3.11530
H 2.77867 3.47873 1.68479
H 2.14276 4.59131 -2.22381
H 1.19063 2.29478 -2.73259
H 1.92113 -2.28676 5.43825
H 2.65051 -2.16544 7.74615
H 3.90410 1.71124 7.33868
H 3.24154 1.79526 5.00896
C -4.30202 2.11284 -2.89008
C -2.83556 2.19395 -3.26377
N -2.03915 1.43662 -2.33083
C -2.36502 1.20906 -1.05436
N -1.51620 0.53216 -0.30120
C -1.84683 0.35003 1.10494
C -3.34250 0.26712 1.34229
C -3.97932 1.51588 0.77860
N -3.55977 1.70236 -0.59787
C -4.41875 2.52212 -1.43353
H -4.66391 1.09018 -3.01544
H -4.90439 2.77037 -3.51560
H -2.52602 3.24842 -3.27486
H -2.65202 1.79772 -4.26350
H -1.19825 0.90416 -2.65693
H -1.42518 1.16867 1.70873
H -1.36292 -0.56220 1.45954
H -3.56844 0.17595 2.40588
H -3.74816 -0.61057 0.83280
H -3.71083 2.38975 1.38964
H -5.07052 1.43787 0.78705
H -4.16616 3.58597 -1.32110
H -5.44220 2.39581 -1.07374
N 0.25156 -0.31508 -2.73418
C 0.72892 -1.13630 -3.69451
C 1.76879 -2.06157 -3.47044
C 2.22248 -2.89649 -4.47350
C 1.67208 -2.85146 -5.74734
C 0.64799 -1.94162 -5.99667
C 0.18384 -1.10893 -5.00207
H 2.23189 -2.10044 -2.48626
H 3.02658 -3.58834 -4.25918
H 2.03486 -3.50323 -6.52917
H 0.20460 -1.88496 -6.98286
H -0.61520 -0.40892 -5.20943
*
```

---

Molecular formula: C31H30N5RuSSi
Method: DFT, ωB97M-V/def2-TZVPD

Geometry as ORCA input:
```
! RIJCOSX wB97M-V def2-TZVPD def2/J DEFGRID3
* xyz 3 5
Ru -0.11650 0.19630 -0.47020
C 1.76950 0.15290 0.52780
Si 2.57540 1.58660 -0.41770
C 1.31180 2.92740 0.23180
N -0.01680 2.37790 -0.03160
C -0.58030 2.86110 -1.30560
C -1.61840 3.98710 -1.12490
C -1.22220 4.88240 0.04120
C -1.18630 4.08880 1.35060
C -0.93790 2.58720 1.09270
C 2.29750 1.54850 -2.31320
C 2.94570 2.44520 -3.16180
C 2.68400 2.44790 -4.52430
C 1.76050 1.56360 -5.05640
C 1.07960 0.68340 -4.22590
C 1.35950 0.67380 -2.86930
C 4.38520 1.93410 0.09520
C 5.38400 2.09740 -0.85250
C 6.62980 2.57100 -0.46320
C 6.88740 2.76380 0.88160
C 5.91260 2.53340 1.83630
C 4.65760 2.08410 1.45070
H 1.55680 0.39370 1.57860
H 2.34030 -0.77450 0.51500
H 1.44860 3.90390 -0.23480
H 1.44450 3.05780 1.30390
H -1.05150 2.01230 -1.84810
H 0.24030 3.22260 -1.93170
H -2.61890 3.59430 -0.93770
H -1.66510 4.56090 -2.05060
H -1.95320 5.68840 0.12340
H -0.25490 5.34740 -0.15700
H -2.13600 4.17880 1.87770
H -0.41570 4.49360 2.00310
H -1.89200 2.09580 0.87330
H -0.51860 2.12680 1.99580
H 3.64350 3.16210 -2.75600
H 3.20190 3.14420 -5.16580
H 1.57030 1.55220 -6.11950
H 0.35650 0.00050 -4.64540
H 0.84820 -0.09890 -2.22780
H 5.22100 1.86570 -1.89430
H 7.38760 2.74340 -1.21360
H 7.88680 3.04160 1.19520
H 6.10770 2.70010 2.88700
H 3.91080 1.90210 2.20610
S -4.89820 -5.62590 0.48860
N -5.17640 -4.05850 0.29030
C -4.02930 -3.41250 0.11830
C -3.85030 -2.02000 -0.13160
C -4.91870 -1.12230 -0.24690
C -4.64310 0.18370 -0.58630
C -3.31590 0.57470 -0.74240
N -2.28100 -0.24440 -0.58580
C -2.52880 -1.54490 -0.30850
C -1.39800 -2.44470 -0.26170
N -0.16660 -1.92750 -0.48870
C 0.86040 -2.76610 -0.60940
C 0.75200 -4.14300 -0.42760
C -0.47340 -4.68550 -0.10290
C -1.58320 -3.83260 -0.05700
C -2.91430 -4.30430 0.15530
N -3.30270 -5.55760 0.35390
H -5.92460 -1.47320 -0.07750
H -5.42810 0.90610 -0.73950
H -3.10000 1.59650 -1.02170
H 1.81900 -2.33900 -0.87720
H 1.62390 -4.76950 -0.53050
H -0.61210 -5.73800 0.10070
*
```

---

What energy values result from the calculations? In sequence: -86035.393; -78855.559; -61351.872 eV.